{
  "formula": "C39H75F3O13Si",
  "method": "ωB97M-V with the def2-TZVPD basis set",
  "smiles": "O=C(O)C[SiH2]CCC(F)=C(F)F.CC(C)=O.CC(C)=O.CC(C)=O.CC(C)=O.CC(C)=O.CC(C)=O.CC(C)=O.CC(C)=O.CC(C)=O.CC(C)=O.CC(C)=O",
  "homo_ev": -8.490,
  "orbital_gap_ev": 9.08,
  "elements": ["O", "C", "O", "C", "Si", "C", "C", "C", "F", "C", "F", "F", "H", "H", "H", "H", "H", "H", "H", "H", "H", "C", "C", "O", "C", "H", "H", "H", "H", "H", "H", "C", "C", "O", "C", "H", "H", "H", "H", "H", "H", "C", "C", "O", "C", "H", "H", "H", "H", "H", "H", "C", "C", "O", "C", "H", "H", "H", "H", "H", "H", "C", "C", "O", "C", "H", "H", "H", "H", "H", "H", "C", "C", "O", "C", "H", "H", "H", "H", "H", "H", "C", "C", "O", "C", "H", "H", "H", "H", "H", "H", "C", "C", "O", "C", "H", "H", "H", "H", "H", "H", "C", "C", "O", "C", "H", "H", "H", "H", "H", "H", "C", "C", "O", "C", "H", "H", "H", "H", "H", "H", "C", "C", "O", "C", "H", "H", "H", "H", "H", "H"],
  "coordinates": [[-1.091809, -1.239537, 2.248239], [-1.407555, -2.028606, 1.407585], [-0.986622, -3.322197, 1.515079], [-2.326718, -1.734212, 0.243772], [-2.172270, 0.014034, -0.503889], [-0.625706, 0.941015, -0.005848], [0.699633, 0.541955, -0.705571], [0.700732, -0.862585, -1.185508], [0.987067, -1.817146, -0.258550], [0.396495, -1.309134, -2.404806], [-0.407213, -2.356139, -2.592543], [0.883671, -0.856052, -3.549934], [-0.921427, -3.702283, 0.633380], [-3.349928, -1.869497, 0.598855], [-2.146087, -2.468033, -0.545513], [-3.332210, 0.800518, -0.043716], [-2.315079, -0.096509, -1.976799], [-0.826335, 1.983818, -0.271175], [-0.502536, 0.935266, 1.074452], [1.518500, 0.652664, 0.003759], [0.957470, 1.194627, -1.539197], [5.359720, -0.600884, -1.255531], [4.334172, 0.333776, -1.849667], [3.634950, 1.033178, -1.150345], [4.236892, 0.343841, -3.351245], [5.341065, -0.523616, -0.170675], [5.140867, -1.629632, -1.548099], [6.351436, -0.340227, -1.629308], [3.980688, -0.652901, -3.716782], [5.197080, 0.637629, -3.774131], [3.466831, 1.047750, -3.662284], [-6.369973, 0.482325, 1.070107], [-6.686899, 1.322281, -0.137665], [-6.052754, 2.319755, -0.401435], [-7.825515, 0.856718, -1.016852], [-5.528860, 0.925627, 1.597638], [-7.225896, 0.425020, 1.737205], [-6.110193, -0.527990, 0.752492], [-8.750614, 0.819245, -0.439362], [-7.616785, -0.145018, -1.396077], [-7.947903, 1.542636, -1.852562], [8.891468, -1.569210, -4.345733], [7.876190, -0.657351, -4.987960], [7.149125, 0.047626, -4.322288], [7.819308, -0.663606, -6.490309], [8.839013, -1.474132, -3.263464], [8.696085, -2.605447, -4.627039], [9.892984, -1.300350, -4.685415], [7.578530, -1.661070, -6.863675], [8.786757, -0.355601, -6.885577], [7.059305, 0.037348, -6.827849], [1.212955, -4.461883, -3.922002], [1.939983, -4.971911, -5.142502], [2.304924, -6.119602, -5.238008], [2.187593, -3.965491, -6.242365], [1.094803, -5.269222, -3.202695], [1.782700, -3.652756, -3.462043], [0.230955, -4.083170, -4.201475], [2.786520, -3.135366, -5.863025], [1.239314, -3.565970, -6.605672], [2.714934, -4.445370, -7.063389], [-3.552827, 4.122780, 2.982429], [-2.843963, 2.807715, 3.215340], [-3.090208, 1.840214, 2.534119], [-1.824419, 2.764050, 4.326502], [-4.255666, 4.013952, 2.158834], [-4.093511, 4.423525, 3.882912], [-2.827317, 4.902156, 2.742118], [-2.295710, 3.008989, 5.281038], [-1.030751, 3.485014, 4.142669], [-1.394135, 1.765946, 4.380544], [10.941614, 3.581458, -5.199037], [9.797283, 2.907705, -5.918826], [9.887975, 1.767861, -6.317547], [8.544602, 3.719385, -6.106343], [11.782744, 2.896231, -5.124235], [11.251358, 4.475118, -5.743478], [10.627149, 3.878864, -4.197236], [8.763756, 4.618503, -6.685837], [8.135220, 4.019163, -5.142081], [7.801182, 3.125587, -6.633152], [0.728999, 4.921021, 8.000306], [0.632255, 3.651723, 7.188050], [0.396666, 3.671865, 6.003034], [0.843473, 2.353429, 7.928898], [0.558791, 5.780108, 7.355929], [-0.015879, 4.914327, 8.797928], [1.718175, 5.000662, 8.454123], [0.102622, 2.250023, 8.723735], [1.836890, 2.336500, 8.380237], [0.748757, 1.519751, 7.237281], [7.389265, 7.150694, -3.267247], [6.255997, 6.469484, -3.997009], [6.358066, 5.339889, -4.414838], [4.989254, 7.269027, -4.177466], [8.239855, 6.476196, -3.200932], [7.686900, 8.056197, -3.798725], [7.072856, 7.430114, -2.261113], [5.197110, 8.179009, -4.742988], [4.583859, 7.552634, -3.204885], [4.255019, 6.672004, -4.712447], [-6.428717, 2.225571, 6.071695], [-6.085643, 1.363756, 4.878049], [-6.748599, 1.381979, 3.868605], [-4.868584, 0.477799, 5.006398], [-7.317511, 2.813099, 5.853596], [-6.614902, 1.598771, 6.945621], [-5.599102, 2.897416, 6.300592], [-4.996538, -0.215775, 5.840722], [-3.979463, 1.081311, 5.193834], [-4.723970, -0.082189, 4.085503], [-7.126539, -4.626687, 2.569172], [-7.127487, -3.150103, 2.870315], [-7.200688, -2.312293, 2.001537], [-7.028534, -2.750211, 4.325703], [-7.200397, -4.781540, 1.495908], [-6.209014, -5.089538, 2.930038], [-7.973220, -5.109220, 3.060815], [-6.103235, -3.135963, 4.757924], [-7.869822, -3.161864, 4.886429], [-7.040157, -1.664356, 4.401077], [-6.576577, -9.287141, 3.884603], [-6.921516, -8.485150, 2.652828], [-6.312244, -7.484924, 2.354895], [-8.066709, -8.994346, 1.810965], [-5.741153, -8.820866, 4.401133], [-7.436208, -9.333312, 4.555440], [-6.303920, -10.305868, 3.604282], [-8.982103, -9.029426, 2.404235], [-7.849984, -10.002149, 1.453017], [-8.214601, -8.334593, 0.959450]],
  "forces_ev_per_angstrom": [[-0.139, 0.073, 0.202], [-0.116, -0.023, 0.013], [0.264, 0.178, -0.024], [0.611, -0.068, -0.315], [-0.544, 0.255, 0.467], [0.234, 0.259, -0.594], [0.966, -0.121, 0.391], [0.775, 0.331, -0.277], [-1.363, -0.102, 0.445], [-0.046, -0.294, 0.290], [0.822, -0.579, -0.243], [-1.065, 0.656, -0.060], [-0.223, -0.184, -0.027], [-0.033, 0.001, -0.004], [-0.200, -0.054, -0.012], [0.001, -0.015, -0.005], [0.153, -0.094, -0.018], [-0.066, 0.013, 0.041], [-0.133, -0.226, 0.056], [0.097, 0.092, -0.072], [-0.217, 0.017, -0.077], [-0.042, 0.092, 0.185], [0.002, -0.124, -0.011], [0.095, 0.044, -0.052], [-0.270, 0.297, 0.076], [-0.010, -0.002, -0.002], [0.061, 0.005, -0.071], [-0.014, -0.076, -0.095], [0.127, -0.025, -0.023], [-0.077, -0.141, -0.039], [-0.027, -0.027, 0.021], [0.259, 0.234, -0.344], [0.179, -0.058, 0.173], [-0.098, 0.099, -0.136], [0.029, 0.172, -0.102], [-0.019, 0.006, 0.017], [-0.013, -0.140, -0.052], [-0.145, -0.049, 0.033], [0.011, -0.101, 0.017], [-0.056, -0.044, 0.076], [0.004, 0.001, 0.003], [-0.059, 0.079, 0.156], [0.028, -0.007, -0.026], [0.222, -0.048, -0.027], [-0.168, 0.099, -0.039], [-0.001, 0.001, -0.002], [0.066, 0.005, -0.070], [-0.005, -0.057, -0.066], [0.096, -0.038, 0.041], [0.008, -0.060, -0.033], [0.012, 0.011, 0.000], [0.105, -0.301, -0.001], [-0.003, 0.046, 0.012], [0.002, 0.002, -0.005], [0.084, -0.152, -0.075], [0.010, -0.004, -0.005], [-0.064, 0.075, -0.048], [0.042, 0.108, -0.017], [-0.082, 0.055, 0.013], [0.009, 0.079, 0.057], [-0.001, -0.001, 0.003], [-0.087, -0.105, -0.126], [-0.047, 0.097, -0.014], [0.007, -0.094, 0.009], [-0.158, -0.271, -0.259], [0.000, -0.014, 0.004], [0.071, 0.057, 0.021], [0.003, 0.030, 0.095], [0.065, 0.136, -0.002], [-0.047, 0.069, 0.089], [0.024, 0.010, 0.010], [0.079, -0.167, -0.027], [-0.062, 0.046, -0.002], [0.074, -0.036, 0.033], [0.015, -0.248, -0.114], [-0.002, -0.001, -0.002], [-0.052, 0.055, 0.057], [-0.021, 0.085, -0.030], [0.003, 0.064, 0.098], [0.020, 0.109, -0.022], [-0.003, 0.007, 0.000], [-0.041, 0.070, -0.163], [0.025, -0.022, 0.041], [0.129, 0.072, 0.129], [-0.033, -0.064, -0.165], [0.001, -0.003, -0.001], [0.064, -0.030, 0.062], [-0.032, -0.033, 0.080], [0.062, 0.032, 0.064], [-0.035, 0.025, 0.082], [0.001, 0.004, -0.003], [0.075, -0.158, -0.038], [-0.037, 0.034, 0.024], [-0.008, 0.051, 0.037], [-0.048, -0.149, -0.085], [-0.003, -0.001, 0.002], [-0.052, 0.053, 0.057], [-0.016, 0.083, -0.026], [0.005, 0.050, 0.079], [0.038, 0.081, -0.006], [0.002, -0.002, 0.003], [-0.130, 0.068, -0.121], [0.132, -0.052, -0.026], [-0.109, 0.086, 0.313], [-0.110, -0.078, -0.130], [0.003, 0.000, -0.002], [0.088, 0.014, 0.031], [0.033, -0.058, 0.067], [0.040, 0.060, 0.060], [0.002, -0.034, 0.084], [0.030, 0.031, -0.012], [-0.018, 0.256, -0.184], [-0.013, 0.002, 0.089], [-0.045, -0.170, -0.013], [-0.007, 0.166, -0.066], [0.005, -0.024, 0.005], [-0.054, -0.050, 0.082], [0.070, -0.044, 0.082], [-0.042, -0.072, 0.033], [0.053, -0.072, 0.030], [-0.003, -0.004, -0.014], [0.120, 0.135, 0.017], [-0.011, -0.048, -0.002], [0.013, -0.111, 0.000], [0.044, 0.148, -0.094], [0.000, 0.000, -0.004], [-0.024, -0.085, -0.033], [-0.085, -0.030, 0.020], [0.012, -0.092, 0.016], [-0.051, -0.037, 0.068], [0.003, 0.000, 0.002]]
}